# 1
# C13H50N20O12

12 unconnected molecules or ions with the total composition C13H50N20O12 (ωB97M-V/def2-TZVPD, the OMol25 dataset).

Properties
Total charge: 0
Kohn-Sham gap, hartree: 0.316
Energy relative to the best compared isomer or geometry (same formula, charge and spin), eV: 0.0000

```
95
Properties=species:S:1:pos:R:3:lowdin_charge:R:1
N -3.875 -0.069 -2.753 0.165
C -3.110 -1.061 -3.115 -0.759
N -3.450 -2.176 -2.467 0.165
O -2.168 -0.922 -3.857 0.036
H -4.745 -0.268 -2.279 0.110
H -3.710 0.885 -3.041 0.091
H -4.144 -2.038 -1.746 0.087
H -2.773 -2.917 -2.579 0.086
N 1.062 -3.187 -3.354 0.175
C 0.434 -2.928 -2.305 -0.769
N 1.311 -2.690 -1.381 0.193
O -0.784 -3.112 -2.156 0.012
H 2.016 -3.479 -3.201 0.127
H 0.551 -3.515 -4.161 0.141
H 1.053 -2.616 -0.407 0.075
H 2.225 -2.389 -1.689 0.110
N -1.196 0.453 -0.490 0.183
C -0.500 0.320 0.631 -0.714
N 0.710 -0.021 0.360 0.203
O -1.022 0.491 1.740 -0.003
H -0.860 0.146 -1.392 0.083
H -2.153 0.749 -0.362 0.088
H 1.322 -0.300 1.113 0.067
H 1.012 0.077 -0.599 0.047
N -1.490 -2.661 0.689 0.178
C -2.270 -3.506 1.308 -0.716
N -3.368 -3.628 0.544 0.149
O -2.009 -4.168 2.321 0.012
H -0.579 -2.641 1.124 0.070
H -1.628 -2.432 -0.285 0.068
H -4.031 -4.326 0.848 0.110
H -3.615 -2.976 -0.187 0.057
N 0.711 0.009 -4.397 0.192
C 1.265 0.731 -3.437 -0.753
N 2.083 1.590 -3.933 0.195
O 1.133 0.456 -2.268 0.013
H 0.815 0.221 -5.379 0.120
H 0.123 -0.739 -4.059 0.074
H 2.431 2.188 -3.197 0.096
H 2.250 1.740 -4.918 0.128
N -3.852 4.127 -2.693 0.185
C -2.847 3.532 -3.238 -0.774
N -2.263 2.639 -2.513 0.156
O -2.424 3.693 -4.411 -0.013
H -3.975 3.970 -1.703 0.114
H -4.501 4.716 -3.194 0.130
H -2.608 2.570 -1.566 0.101
H -1.341 2.411 -2.857 0.114
N 1.690 0.265 3.238 0.205
C 2.361 1.323 3.479 -0.821
N 3.522 1.324 2.965 0.170
O 2.004 2.234 4.194 0.048
H 0.804 0.197 3.718 0.076
H 2.076 -0.597 2.880 0.077
H 4.131 2.094 3.203 0.124
H 3.777 0.533 2.391 0.069
N -4.216 -0.047 1.888 0.194
C -5.157 0.182 2.702 -0.903
N -4.679 0.683 3.793 0.171
O -6.275 -0.121 2.670 0.087
H -4.583 -0.593 1.121 0.110
H -3.266 0.292 1.923 0.081
H -3.690 0.881 3.849 0.091
H -5.339 0.755 4.554 0.124
N 5.225 1.505 0.275 0.177
C 4.553 0.480 -0.150 -0.786
N 4.513 0.569 -1.436 0.192
O 3.861 -0.256 0.489 0.048
H 5.249 1.599 1.280 0.107
H 5.756 2.100 -0.346 0.121
H 3.852 0.087 -2.027 0.117
H 5.161 1.273 -1.762 0.112
N 2.858 -2.919 3.430 0.196
C 2.532 -2.904 2.189 -0.780
N 3.563 -3.165 1.438 0.180
O 1.426 -2.612 1.760 0.021
H 2.189 -3.015 4.181 0.140
H 3.834 -3.147 3.556 0.117
H 4.482 -3.123 1.854 0.115
H 3.376 -2.670 0.577 0.088
C 0.758 3.767 -0.568 -0.045
C 2.190 3.257 -0.309 -0.296
O 3.145 3.458 -1.325 -0.109
H 0.144 3.827 0.331 0.084
H 0.205 3.250 -1.352 0.038
H 0.805 4.783 -0.961 0.074
H 2.316 2.192 -0.116 0.082
H 2.655 3.765 0.535 0.113
H 4.023 3.365 -0.949 0.052
C -1.167 -0.544 4.856 -0.171
O -1.154 0.806 4.504 -0.127
H -1.078 -0.762 5.920 0.085
H -2.098 -0.950 4.460 0.082
H -0.305 -1.064 4.439 0.058
H -1.249 0.701 3.554 0.006
```


# 2
# C13H52F2NO17S2

14 unconnected molecules or ions with the total composition C13H52F2NO17S2 (ωB97M-V/def2-TZVPD, the OMol25 dataset).

Properties
Total charge: -1
Kohn-Sham gap, hartree: 0.355
Energy relative to the best compared isomer or geometry (same formula, charge and spin), eV: 0.1853

```
87
Properties=species:S:1:pos:R:3:lowdin_charge:R:1
N 0.923 0.586 -0.048 -0.290
S -0.536 0.207 -0.662 0.497
O -1.435 1.313 -0.770 -0.263
O -1.004 -1.071 -0.291 -0.244
F -0.121 0.001 -2.169 -0.143
S 0.652 0.268 1.533 0.504
O 0.892 -1.092 1.900 -0.260
O -0.450 0.942 2.104 -0.244
F 1.893 0.979 2.216 -0.162
C -0.994 4.507 0.969 -0.147
O -1.132 5.598 0.057 -0.116
H -0.028 4.506 1.473 0.071
H -1.797 4.542 1.706 0.071
H -1.145 3.569 0.424 0.064
H -0.251 5.800 -0.268 0.068
C 4.063 -0.895 -1.264 -0.134
O 2.735 -1.312 -1.025 -0.158
H 4.115 -0.006 -1.891 0.085
H 4.651 -0.807 -0.341 0.080
H 4.572 -1.728 -1.762 0.083
H 2.249 -0.581 -0.603 0.027
C -4.086 1.283 1.827 -0.138
O -4.065 1.275 0.397 -0.136
H -5.039 0.867 2.149 0.074
H -3.323 0.588 2.189 0.060
H -3.945 2.297 2.203 0.072
H -3.154 1.453 0.135 0.017
C 3.059 -4.323 0.818 -0.134
O 1.922 -3.838 1.535 -0.135
H 3.577 -5.033 1.461 0.074
H 2.706 -4.840 -0.077 0.069
H 3.714 -3.491 0.564 0.073
H 1.840 -2.898 1.345 0.019
C -1.864 -1.998 3.041 -0.163
O -1.212 -3.216 2.693 -0.127
H -2.785 -2.266 3.558 0.078
H -1.226 -1.380 3.673 0.073
H -2.129 -1.495 2.107 0.057
H -0.477 -2.988 2.114 0.029
C -4.248 0.729 -2.978 -0.123
O -4.024 1.240 -4.306 -0.137
H -4.718 1.449 -2.311 0.074
H -4.752 -0.234 -3.051 0.075
H -3.255 0.531 -2.570 0.056
H -4.732 0.911 -4.863 0.060
C -3.316 -2.903 -1.671 -0.139
O -4.747 -2.778 -1.831 -0.139
H -2.903 -3.495 -2.488 0.075
H -2.909 -1.907 -1.573 0.049
H -3.108 -3.436 -0.737 0.083
H -5.140 -3.597 -1.522 0.060
C 1.906 -1.171 -4.969 -0.159
O 0.993 -2.249 -4.888 -0.128
H 1.437 -0.237 -4.653 0.060
H 2.775 -1.391 -4.333 0.072
H 2.304 -1.081 -5.980 0.072
H 1.018 -2.590 -3.984 0.032
C -0.352 3.403 4.230 -0.173
O -0.471 2.775 5.502 -0.112
H -0.259 4.485 4.347 0.082
H 0.457 2.945 3.651 0.057
H -1.207 3.227 3.577 0.059
H 0.154 3.225 6.075 0.066
C -0.652 2.110 -4.566 -0.170
O -0.730 2.234 -5.982 -0.126
H -0.950 1.113 -4.230 0.058
H 0.420 2.123 -4.352 0.073
H -1.185 2.881 -4.012 0.084
H -1.636 2.440 -6.226 0.065
C 3.095 3.218 0.879 -0.200
O 2.331 2.983 -0.270 -0.133
H 2.481 3.410 1.769 0.060
H 3.799 2.409 1.119 0.072
H 3.699 4.112 0.710 0.076
H 1.764 2.195 -0.221 0.006
C 0.405 -3.789 -1.320 -0.140
O 1.463 -3.412 -2.192 -0.138
H -0.550 -3.396 -1.698 0.060
H 0.287 -4.872 -1.268 0.086
H 0.490 -3.363 -0.325 0.058
H 1.922 -2.671 -1.754 0.030
C 3.221 -0.387 5.299 -0.164
O 4.287 -1.312 5.463 -0.115
H 3.504 0.622 4.970 0.074
H 2.571 -0.759 4.508 0.069
H 2.650 -0.238 6.220 0.075
H 5.050 -0.826 5.785 0.065
```


# 3
# C13H52O13

13 unconnected molecules or ions with the total composition C13H52O13 (ωB97M-V/def2-TZVPD, the OMol25 dataset).

Properties
Total charge: 0
Kohn-Sham gap, hartree: 0.349
Energy relative to the best compared isomer or geometry (same formula, charge and spin), eV: 0.3025

```
78
Properties=species:S:1:pos:R:3:lowdin_charge:R:1
C -0.653 -2.988 -2.741 -0.126
O -0.181 -2.438 -1.531 -0.152
H -1.073 -3.975 -2.523 0.090
H -1.410 -2.354 -3.204 0.083
H 0.178 -3.249 -3.402 0.086
H 0.704 -2.058 -1.639 0.038
C -3.387 1.057 -1.065 -0.116
O -2.688 0.044 -1.779 -0.145
H -4.305 0.622 -0.660 0.084
H -2.808 1.461 -0.233 0.072
H -3.685 1.846 -1.753 0.087
H -2.823 -0.794 -1.310 0.039
C -0.299 1.071 1.119 -0.118
O -0.774 -0.195 0.677 -0.149
H 0.731 1.008 1.478 0.073
H -0.384 1.849 0.361 0.057
H -0.932 1.319 1.973 0.087
H -0.207 -0.439 -0.065 0.076
C -1.043 5.243 1.839 -0.129
O -0.421 4.044 1.406 -0.170
H -1.760 5.053 2.641 0.084
H -0.286 5.978 2.127 0.080
H -1.609 5.717 1.036 0.084
H -0.029 3.672 2.212 0.034
C -0.449 -3.885 1.784 -0.156
O 0.081 -3.400 3.002 -0.088
H -1.442 -4.297 1.953 0.105
H -0.545 -3.106 1.037 0.050
H 0.126 -4.653 1.252 0.102
H 1.034 -3.345 2.888 0.100
C 0.406 1.832 4.549 -0.139
O 0.676 3.009 3.797 -0.129
H -0.660 1.673 4.715 0.084
H 0.768 0.907 4.096 0.065
H 0.879 1.872 5.533 0.084
H 1.328 3.486 4.314 0.091
C 2.866 2.971 0.952 -0.153
O 4.217 2.768 0.508 -0.125
H 2.693 3.981 1.327 0.091
H 2.183 2.834 0.115 0.082
H 2.642 2.248 1.732 0.070
H 4.475 3.588 0.076 0.094
O -0.845 3.718 -1.338 -0.082
H -0.640 3.805 -0.393 -0.024
H -0.668 2.783 -1.531 -0.021
O -1.088 -0.983 3.659 -0.053
H -1.166 -0.638 2.765 -0.009
H -0.771 -1.893 3.545 0.003
O 2.866 0.750 -0.187 -0.061
H 3.432 1.447 -0.538 0.046
H 3.282 0.491 0.640 0.070
C -0.108 0.148 -4.517 -0.068
C 0.589 0.384 -3.177 -0.294
O -0.253 1.165 -2.343 -0.106
H -1.060 -0.377 -4.448 0.064
H 0.562 -0.425 -5.161 0.073
H -0.267 1.145 -4.931 0.080
H 1.489 0.975 -3.351 0.120
H 0.896 -0.567 -2.735 0.060
H -1.114 0.700 -2.321 0.050
C 3.514 -3.124 -3.161 -0.080
C 3.623 -2.208 -1.986 -0.304
O 2.429 -1.460 -1.864 -0.143
H 2.985 -2.671 -4.001 0.079
H 2.846 -3.959 -2.922 0.074
H 4.442 -3.570 -3.515 0.078
H 4.450 -1.503 -2.154 0.114
H 3.917 -2.638 -1.022 0.116
H 2.540 -0.748 -1.208 0.050
C -3.920 -2.455 1.665 -0.058
C -2.594 -2.113 0.977 -0.333
O -2.746 -2.363 -0.419 -0.073
H -4.649 -1.652 1.536 0.068
H -3.788 -2.509 2.749 0.072
H -4.321 -3.405 1.314 0.072
H -1.777 -2.701 1.435 0.030
H -2.357 -1.073 1.156 0.079
H -1.865 -2.454 -0.812 0.033
```


# 4
# C13H52O13

A molecular structure, C13H52O13 (ωB97M-V/def2-TZVPD, the OMol25 dataset).

Properties
Total charge: 0
Kohn-Sham gap, hartree: 0.145
Energy relative to the best compared isomer or geometry (same formula, charge and spin), eV: 47.4404

```
78
Properties=species:S:1:pos:R:3:lowdin_charge:R:1
C -2.868 1.612 2.776 -0.012
O -3.786 2.813 2.843 0.030
H -2.016 1.701 2.089 0.106
H -3.227 0.756 2.312 0.072
H -2.731 1.208 3.606 0.031
H -4.499 2.434 3.458 0.193
C 2.087 -0.192 -3.706 -0.101
O 1.559 -0.808 -2.501 -0.216
H 1.540 0.807 -3.919 0.112
H 1.866 -0.769 -4.531 0.048
H 3.037 -0.157 -3.601 0.002
H 0.529 -0.915 -2.715 0.100
C 1.637 2.421 2.657 -0.174
O 2.747 2.652 3.442 -0.079
H 0.658 2.500 3.111 0.079
H 1.678 1.379 2.161 0.084
H 1.490 3.192 1.914 0.075
H 3.557 2.336 3.048 0.077
C 0.554 2.677 -1.657 -0.185
O 0.558 3.929 -1.035 -0.140
H -0.148 2.616 -2.621 0.137
H 0.242 2.009 -1.012 -0.045
H 1.614 2.638 -1.942 0.079
H -0.419 4.178 -0.746 0.149
C -3.557 1.785 0.567 -0.349
O -3.611 3.164 0.846 -0.095
H -2.584 1.532 0.781 0.046
H -3.692 1.771 -0.500 0.082
H -4.437 1.387 1.030 0.133
H -3.578 3.151 1.861 -0.195
C -4.095 0.272 -0.555 -0.237
O -3.941 -0.926 0.223 -0.030
H -4.837 0.820 -0.327 0.040
H -4.158 -0.210 -1.552 0.115
H -3.182 0.891 -0.501 0.039
H -3.499 -1.549 -0.225 -0.044
C 0.924 -4.052 -0.753 -0.123
O 1.964 -4.832 -0.141 -0.066
H 0.182 -3.702 -0.110 -0.036
H 0.585 -4.718 -1.592 0.127
H 1.221 -3.124 -1.055 0.037
H 1.613 -5.487 0.394 0.038
C 4.620 1.981 -1.367 -0.224
O 4.829 3.169 -2.095 -0.121
H 3.387 1.538 -1.067 0.099
H 5.333 2.015 -0.503 0.064
H 5.059 1.055 -1.782 0.040
H 4.146 3.470 -2.660 0.047
C 0.193 0.243 0.030 -0.084
O 1.504 0.406 0.639 -0.138
H -0.676 0.779 0.406 0.110
H -0.051 -0.894 -0.223 0.169
H 0.294 0.783 -0.821 -0.010
H 2.198 0.710 0.095 0.035
C -1.731 -3.592 0.544 -0.143
O -2.154 -2.770 -0.489 -0.192
H -2.220 -3.263 1.591 0.137
H -0.594 -3.658 0.569 0.015
H -2.171 -4.804 0.193 0.167
H -1.878 -2.942 -1.374 0.051
C 1.876 -2.107 2.818 -0.235
O 1.026 -0.957 3.042 -0.119
H 2.898 -2.002 3.059 0.105
H 1.955 -2.448 1.787 0.068
H 1.418 -3.113 3.162 0.134
H 0.953 -0.582 2.034 0.098
C 2.566 -0.878 1.259 -0.260
O 1.487 -0.793 0.468 -0.200
H 2.405 -0.954 2.296 -0.002
H 3.412 -0.085 1.161 0.151
H 3.313 -1.601 0.933 0.128
H 1.638 -0.759 -0.588 0.133
C -2.067 -0.991 -2.169 -0.210
O -1.229 -0.322 -2.960 -0.057
H -1.682 -1.888 -2.055 0.020
H -2.989 -1.115 -2.678 0.102
H -2.426 -0.385 -1.253 0.099
H -1.621 -0.432 -3.827 0.118
```


Number 1: energy -2523.53131 a.u., LUMO -0.386 eV. Number 2: energy -2856.31713 a.u., LUMO 2.221 eV. Number 3: energy -1504.43342 a.u., LUMO 0.024 eV. Number 4: energy -1502.70114 a.u., LUMO -0.053 eV.